[1]
The ion C5H6N with charge +1 at a distorted geometry, computed with ωB97M-V/def2-TZVPD.

HOMO (alpha / beta) (eV): -12.3 / -15.8
HOMO-LUMO gap (alpha / beta) (eV): 8.117 / 7.581
Energy relative to the best compared isomer or geometry (same formula, charge and spin) (eV): 1.911
E_tot (eV): -6759.008
Maximum force (Eh/bohr): 0.0893
LUMO level (alpha / beta) (eV): -4.209 / -8.175

```
! RIJCOSX wB97M-V def2-TZVPD def2/J DEFGRID3
* xyz 1 3
C 1.497 -0.509 0.756
C -0.642 -0.940 -0.090
C -1.534 -1.805 -0.505
C 0.297 -0.059 0.282
C 0.232 1.400 -0.132
N 2.654 -0.610 1.002
H -1.912 -1.872 -1.470
H 3.208 -0.420 1.844
H -2.002 -2.525 0.074
H 1.067 1.811 0.245
H -0.545 1.828 0.312
H 0.088 1.514 -1.226
*
```

=====

[2]
The molecule C5H6N2 at a distorted geometry, computed with ωB97M-V/def2-TZVPD.

HOMO (alpha / beta) (eV): -7.6 / -7.6
HOMO-LUMO gap (alpha / beta) (eV): 7.636 / 7.634
Energy relative to the best compared isomer or geometry (same formula, charge and spin) (eV): 4.961
E_tot (eV): -8257.398
Maximum force (Eh/bohr): 0.0972
LUMO level (alpha / beta) (eV): 0.060 / 0.060

```
! RIJCOSX wB97M-V def2-TZVPD def2/J DEFGRID3
* xyz 0 1
C 0.116 1.007 -0.446
C -0.707 -2.093 1.589
C -0.437 -1.330 0.583
C -0.094 0.104 0.844
C 1.102 2.026 -2.504
N -0.069 0.549 2.047
N 0.595 1.642 -1.377
H -1.058 -3.051 1.467
H -0.685 -1.571 2.580
H -0.603 -1.533 -0.568
H 1.444 3.073 -2.495
H 0.507 1.452 2.255
H 0.800 1.364 -3.309
*
```

=====

[3]
The molecule C5H6N2 at a distorted geometry, computed with ωB97M-V/def2-TZVPD.

Structure (SMILES): C=C[C@H](C#N)N=C
HOMO (eV): -10.5
HOMO-LUMO gap (eV): 11.429
Energy relative to the best compared isomer or geometry (same formula, charge and spin) (eV): 1.903
E_tot (eV): -8260.455
Maximum force (Eh/bohr): 0.0228
LUMO level (eV): 0.918

```
! RIJCOSX wB97M-V def2-TZVPD def2/J DEFGRID3
* xyz 0 1
N 2.242 0.680 1.565
C 1.594 0.536 0.616
C 0.687 0.332 -0.542
C 0.386 -1.153 -0.667
C -0.817 -1.645 -0.401
C -0.967 1.534 0.631
N -0.569 1.070 -0.478
H 1.231 0.688 -1.423
H 1.219 -1.800 -0.962
H -1.671 -1.019 -0.146
H -0.997 -2.711 -0.406
H -1.957 2.003 0.650
H -0.383 1.486 1.563
*
```

=====

[4]
A cluster of 3 separate species, C5H6N2 in total at a distorted geometry, computed with ωB97M-V/def2-TZVPD.

Structure (SMILES): C=C=N.C#C.C#N
HOMO (eV): -9.0
HOMO-LUMO gap (eV): 9.348
Energy relative to the best compared isomer or geometry (same formula, charge and spin) (eV): 5.660
E_tot (eV): -8256.698
Maximum force (Eh/bohr): 0.0707
LUMO level (eV): 0.377

```
! RIJCOSX wB97M-V def2-TZVPD def2/J DEFGRID3
* xyz 0 1
N -0.674 -0.715 -1.106
C -0.943 -0.034 -0.081
C 1.160 -2.138 -0.703
C -1.786 0.207 0.893
N 1.999 -1.697 -0.038
C 1.050 1.059 0.429
C 0.961 2.264 0.472
H -0.473 -0.203 -1.960
H 1.616 0.125 0.350
H 0.611 -2.837 -1.290
H -2.845 0.085 0.743
H -1.445 0.584 1.837
H 0.769 3.300 0.456
*
```

=====

[5]
The molecule C5H6N2 at a distorted geometry, computed with ωB97M-V/def2-TZVPD.

Structure (SMILES): C=C[C@H](C#N)N=C
HOMO (eV): -10.3
HOMO-LUMO gap (eV): 10.531
Energy relative to the best compared isomer or geometry (same formula, charge and spin) (eV): 2.366
E_tot (eV): -8259.992
Maximum force (Eh/bohr): 0.0343
LUMO level (eV): 0.250

```
! RIJCOSX wB97M-V def2-TZVPD def2/J DEFGRID3
* xyz 0 1
N 2.776 -0.298 -0.104
C 1.764 0.248 0.002
C 0.478 0.956 0.146
C -0.419 0.602 -1.024
C -0.678 -0.656 -1.409
C -0.503 -0.529 1.720
N -0.261 0.673 1.358
H 0.697 2.036 0.112
H -0.935 1.450 -1.483
H -1.574 -0.872 -1.992
H -0.058 -1.501 -1.105
H -1.306 -0.691 2.445
H 0.020 -1.418 1.334
*
```

=====

[6]
A structure of composition C5H6N2 at a distorted geometry, computed with ωB97M-V/def2-TZVPD.

HOMO (alpha / beta) (eV): -7.0 / -6.7
HOMO-LUMO gap (alpha / beta) (eV): 5.478 / 4.919
Energy relative to the best compared isomer or geometry (same formula, charge and spin) (eV): 5.482
E_tot (eV): -8256.876
Maximum force (Eh/bohr): 0.0586
LUMO level (alpha / beta) (eV): -1.490 / -1.791

```
! RIJCOSX wB97M-V def2-TZVPD def2/J DEFGRID3
* xyz 0 1
C 0.995 0.263 0.049
N -1.873 -1.174 -0.402
C 0.150 0.078 -1.025
C -1.179 0.030 -0.444
C 2.268 0.672 0.247
C -0.127 0.309 1.194
N -0.445 0.465 2.314
H -2.623 -1.198 0.281
H -1.277 -1.994 -0.349
H 0.434 -0.139 -2.047
H -1.862 0.881 -0.496
H 2.815 1.160 -0.551
H 2.725 0.648 1.228
*
```

=====

[7]
The molecule C5H6N2 at a distorted geometry, computed with ωB97M-V/def2-TZVPD.

HOMO (alpha / beta) (eV): -9.8 / -9.1
HOMO-LUMO gap (alpha / beta) (eV): 8.587 / 8.636
Energy relative to the best compared isomer or geometry (same formula, charge and spin) (eV): 4.514
E_tot (eV): -8257.844
Maximum force (Eh/bohr): 0.0376
LUMO level (alpha / beta) (eV): -1.171 / -0.477

```
! RIJCOSX wB97M-V def2-TZVPD def2/J DEFGRID3
* xyz 0 1
N 2.804 -0.287 1.439
C 2.141 -0.267 0.483
C 1.408 -0.241 -0.726
C -0.033 -0.093 -0.847
C -0.923 -0.636 0.281
C -1.275 0.823 0.551
N -0.157 1.281 -0.327
H 2.016 -0.314 -1.634
H -0.400 -0.183 -1.872
H -1.689 -1.337 -0.046
H -0.330 -1.057 1.094
H -2.193 1.138 0.016
H -1.371 1.173 1.588
*
```

=====

[8]
A cluster of 2 separate species, C5H6N2 in total at a distorted geometry, computed with ωB97M-V/def2-TZVPD.

HOMO (eV): -8.4
HOMO-LUMO gap (eV): 9.032
Energy relative to the best compared isomer or geometry (same formula, charge and spin) (eV): 4.462
E_tot (eV): -8257.896
Maximum force (Eh/bohr): 0.0897
LUMO level (eV): 0.606

```
! RIJCOSX wB97M-V def2-TZVPD def2/J DEFGRID3
* xyz 0 1
C 2.310 0.744 -0.600
C 1.428 0.531 0.201
C 0.193 -1.536 0.488
C -1.305 0.534 0.249
C 0.522 -0.230 0.943
N -0.062 -2.620 0.257
N -1.459 0.182 -1.036
H 2.872 1.220 -1.309
H -1.950 0.139 1.014
H -0.841 1.497 0.560
H 0.577 0.030 2.065
H -0.758 0.418 -1.800
H -1.527 -0.909 -1.031
*
```

=====

[9]
A structure of composition C5H6N2O at a distorted geometry, computed with ωB97M-V/def2-TZVPD.

HOMO (eV): -7.7
HOMO-LUMO gap (eV): 8.461
Energy relative to the best compared isomer or geometry (same formula, charge and spin) (eV): 4.584
E_tot (eV): -10305.019
Maximum force (Eh/bohr): 0.1383
LUMO level (eV): 0.773

```
! RIJCOSX wB97M-V def2-TZVPD def2/J DEFGRID3
* xyz 0 1
C -1.045 -0.257 0.120
C -0.110 1.746 -0.111
C 0.867 0.721 -0.026
C 2.150 0.045 0.132
C 0.287 -0.554 0.013
H -2.764 -0.824 0.636
H -1.713 -2.205 0.041
H -0.023 2.731 -0.202
H 2.476 0.373 1.178
H 2.848 0.323 -0.587
H 1.619 -2.032 0.451
N -2.190 -1.169 -0.112
N 1.543 -1.324 -0.237
O -1.352 1.110 0.021
*
```

=====

[10]
The molecule C5H6N2O at a distorted geometry, computed with ωB97M-V/def2-TZVPD.

Structure (SMILES): C=Cn1[nH]ccc1=O
HOMO (eV): -8.4
HOMO-LUMO gap (eV): 9.002
Energy relative to the best compared isomer or geometry (same formula, charge and spin) (eV): 2.074
E_tot (eV): -10307.529
Maximum force (Eh/bohr): 0.0844
LUMO level (eV): 0.592

```
! RIJCOSX wB97M-V def2-TZVPD def2/J DEFGRID3
* xyz 0 1
C -0.284 -2.484 -0.736
C -0.987 -1.330 -0.532
C -0.470 2.031 0.415
C 0.793 1.606 0.534
C 0.926 0.182 0.237
H 0.745 -2.472 -0.385
H -0.768 -3.371 -1.090
H -2.028 -1.142 -0.871
H -2.129 0.539 0.471
H -1.048 3.026 0.329
H 1.608 2.309 0.854
N -0.388 -0.099 -0.167
N -1.217 0.969 0.006
O 1.874 -0.627 0.290
*
```

=====

[11]
The molecule C5H6N2O at a distorted geometry, computed with ωB97M-V/def2-TZVPD.

Structure (SMILES): C=COn1ccnc1
HOMO (eV): -8.8
HOMO-LUMO gap (eV): 9.669
Energy relative to the best compared isomer or geometry (same formula, charge and spin) (eV): 4.315
E_tot (eV): -10305.289
Maximum force (Eh/bohr): 0.1018
LUMO level (eV): 0.851

```
! RIJCOSX wB97M-V def2-TZVPD def2/J DEFGRID3
* xyz 0 1
C -0.145 -0.269 -2.312
C -0.507 -0.948 -1.193
C -0.638 1.167 -0.834
C 1.416 0.169 1.856
C 0.220 -0.212 2.144
N -0.307 1.049 -2.101
N -0.837 -0.043 -0.254
O -1.117 -0.389 1.014
H 0.234 -0.644 -3.309
H -0.595 -1.987 -1.050
H -1.157 2.053 -0.476
H 2.121 0.354 2.557
H 1.599 0.275 0.818
H -0.287 -0.575 3.141
*
```

=====

[12]
The molecule C5H6N2O at a distorted geometry, computed with ωB97M-V/def2-TZVPD.

Structure (SMILES): c1[nH]nc2c1CCO2
HOMO (eV): -8.4
HOMO-LUMO gap (eV): 9.345
Energy relative to the best compared isomer or geometry (same formula, charge and spin) (eV): 1.026
E_tot (eV): -10308.577
Maximum force (Eh/bohr): 0.0421
LUMO level (eV): 0.975

```
! RIJCOSX wB97M-V def2-TZVPD def2/J DEFGRID3
* xyz 0 1
C -1.316 0.278 1.398
C 0.229 0.049 1.371
C 0.542 -0.099 -0.052
C 1.451 -0.317 -1.079
C -0.667 0.102 -0.728
H -1.793 -0.558 1.901
H -1.624 1.223 1.875
H 0.543 -0.758 2.000
H 0.695 0.957 1.772
H 2.490 -0.571 -1.116
H 1.044 -0.489 -3.119
N 0.708 -0.215 -2.233
N -0.573 0.046 -2.028
O -1.728 0.352 0.037
*
```

=====

[13]
A structure of composition C5H6N2O at a distorted geometry, computed with ωB97M-V/def2-TZVPD.

HOMO (eV): -9.7
HOMO-LUMO gap (eV): 9.293
Energy relative to the best compared isomer or geometry (same formula, charge and spin) (eV): 3.766
E_tot (eV): -10305.838
Maximum force (Eh/bohr): 0.1606
LUMO level (eV): -0.428

```
! RIJCOSX wB97M-V def2-TZVPD def2/J DEFGRID3
* xyz 0 1
C 0.027 0.996 1.693
C -0.413 -0.181 0.722
C -0.831 0.301 -1.334
C 0.474 -0.156 -0.541
C 1.182 -1.416 -1.009
H 0.698 0.581 2.792
H -0.532 -1.166 1.151
H -2.094 0.827 0.182
H -1.007 -0.397 -2.153
H -0.798 1.349 -1.813
H 1.355 0.438 -0.522
N -1.519 0.070 -0.084
N 1.734 -2.482 -0.957
O -0.221 2.249 1.307
*
```

=====

[14]
The molecule C5H6N2O at a distorted geometry, computed with ωB97M-V/def2-TZVPD.

Structure (SMILES): C1=C2CNN=C2OC1
HOMO (eV): -7.5
HOMO-LUMO gap (eV): 8.369
Energy relative to the best compared isomer or geometry (same formula, charge and spin) (eV): 2.822
E_tot (eV): -10306.781
Maximum force (Eh/bohr): 0.1515
LUMO level (eV): 0.854

```
! RIJCOSX wB97M-V def2-TZVPD def2/J DEFGRID3
* xyz 0 1
C 1.991 -0.322 -0.764
C 0.213 0.350 0.448
C -1.798 -0.225 -0.288
C -0.371 -0.203 -0.734
C 0.689 -0.708 -1.462
H 2.549 -1.164 -0.464
H 2.606 0.345 -1.407
H -2.540 0.624 1.472
H -2.281 -1.158 -0.492
H -2.362 0.534 -0.806
H 0.525 -1.243 -2.375
N -0.523 0.648 1.462
N -1.647 0.018 1.154
O 1.544 0.505 0.321
*
```

=====

[15]
The molecule C5H6N2O at a distorted geometry, computed with ωB97M-V/def2-TZVPD.

Structure (SMILES): C#C/C(=N\N)OC=C
HOMO (eV): -8.3
HOMO-LUMO gap (eV): 7.854
Energy relative to the best compared isomer or geometry (same formula, charge and spin) (eV): 9.147
E_tot (eV): -10300.456
Maximum force (Eh/bohr): 0.2624
LUMO level (eV): -0.426

```
! RIJCOSX wB97M-V def2-TZVPD def2/J DEFGRID3
* xyz 0 1
C -0.400 -0.509 -0.389
C 1.883 0.125 -0.158
C 3.198 -0.393 0.140
C -1.680 -1.136 -0.369
C -3.063 -1.259 0.158
H -1.473 2.401 0.679
H -2.378 1.100 -0.027
H 1.455 1.079 -0.527
H 3.532 -1.568 0.297
H 4.058 0.226 -0.066
H -4.007 -1.582 0.560
N -1.536 1.648 -0.186
N -0.418 0.774 0.022
O 0.829 -0.905 -0.132
*
```

=====

[16]
The molecule C5H6N2O at a distorted geometry, computed with ωB97M-V/def2-TZVPD.

Structure (SMILES): C=C[C@@H]1N=CNC1=O
HOMO (eV): -9.9
HOMO-LUMO gap (eV): 10.563
Energy relative to the best compared isomer or geometry (same formula, charge and spin) (eV): 1.174
E_tot (eV): -10308.429
Maximum force (Eh/bohr): 0.1062
LUMO level (eV): 0.691

```
! RIJCOSX wB97M-V def2-TZVPD def2/J DEFGRID3
* xyz 0 1
C 2.236 -0.018 -0.356
C 1.250 -0.775 -0.005
C -0.024 -0.288 0.719
C -1.987 -0.598 -0.185
C -0.464 1.076 0.161
H 2.190 1.076 -0.465
H 3.117 -0.630 -0.730
H 1.443 -1.882 -0.111
H 0.249 -0.168 1.819
H -2.918 -0.920 -0.592
H -2.313 1.486 -0.747
N -1.179 -1.252 0.551
N -1.637 0.681 -0.532
O 0.037 2.213 0.471
*
```

=====

[17]
The molecule C5H6N2O at a distorted geometry, computed with ωB97M-V/def2-TZVPD.

Structure (SMILES): O=C1N[C@H]2CC=N[C@@H]12
HOMO (eV): -9.5
HOMO-LUMO gap (eV): 10.261
Energy relative to the best compared isomer or geometry (same formula, charge and spin) (eV): 1.834
E_tot (eV): -10307.770
Maximum force (Eh/bohr): 0.1021
LUMO level (eV): 0.801

```
! RIJCOSX wB97M-V def2-TZVPD def2/J DEFGRID3
* xyz 0 1
C 1.421 0.686 0.430
C -0.290 0.598 -2.183
C 0.367 -0.366 0.769
C -0.210 1.486 -0.869
C -0.762 -0.142 -0.181
N 1.042 1.662 -0.273
N -0.747 -0.511 -1.583
O -0.081 0.858 -3.328
H 2.409 0.874 0.734
H 0.682 -1.375 0.687
H -0.006 -0.278 1.712
H -0.839 2.277 -0.813
H -1.619 -0.215 0.359
H -0.595 -1.381 -2.081
*
```